{"formula": "C37H27Cl2GeINO5Pt", "method": "ωB97M-V/def2-TZVPD", "elements": ["Pt", "Cl", "C", "C", "C", "Cl", "C", "C", "C", "C", "N", "C", "C", "O", "H", "H", "H", "H", "I", "C", "C", "C", "C", "C", "C", "C", "O", "O", "H", "H", "H", "H", "O", "C", "O", "C", "C", "Ge", "C", "C", "C", "C", "C", "C", "C", "C", "C", "C", "C", "C", "C", "C", "C", "C", "C", "C", "H", "H", "H", "H", "H", "H", "H", "H", "H", "H", "H", "H", "H", "H", "H", "H", "H", "H", "H"], "xyz": [[-0.7024, 0.8825, 0.4778], [0.6118, 1.1359, 5.5667], [1.6474, 1.0580, 4.1904], [3.0184, 1.0910, 4.3942], [3.8793, 1.0499, 3.3194], [5.5915, 1.1848, 3.5981], [3.3936, 0.9378, 2.0073], [4.2038, 0.9207, 0.8521], [3.6170, 0.8634, -0.3821], [2.2283, 0.7371, -0.4696], [1.4560, 0.7053, 0.5918], [1.9846, 0.8563, 1.8195], [1.0464, 0.9754, 2.9149], [-0.2021, 1.0092, 2.7200], [3.4050, 1.1569, 5.4008], [5.2774, 0.9718, 0.9583], [4.2106, 0.8913, -1.2805], [1.7497, 0.6489, -1.4315], [-0.4961, 9.9085, 1.1400], [-0.3580, 7.8828, 0.5205], [-0.3480, 6.8899, 1.4805], [-0.3115, 5.5712, 1.0690], [-0.2935, 5.2489, -0.2824], [-0.2745, 6.2624, -1.2284], [-0.3031, 7.5877, -0.8281], [-0.3106, 3.7746, -0.6766], [-0.5782, 3.4405, -1.8217], [0.0027, 3.0254, 0.2957], [-0.3766, 7.1258, 2.5341], [-0.3097, 4.7658, 1.7879], [-0.2521, 6.0028, -2.2765], [-0.2929, 8.3790, -1.5616], [-4.5842, 0.2017, -0.6842], [-3.4381, 0.4735, -1.0139], [-2.6302, 1.1894, -0.3478], [-2.9447, -0.0781, -2.3818], [-1.4522, -0.3371, -2.4192], [-0.9220, -1.8254, -1.1694], [0.9505, -2.4020, -1.5601], [1.5130, -3.4839, -0.8927], [2.8303, -3.8464, -1.1085], [3.6092, -3.1358, -2.0067], [3.0487, -2.0838, -2.7089], [1.7300, -1.7280, -2.4895], [-2.0015, -3.4389, -1.6230], [-1.9680, -3.8943, -2.9353], [-2.6320, -5.0469, -3.3089], [-3.3467, -5.7694, -2.3683], [-3.3867, -5.3264, -1.0579], [-2.7209, -4.1694, -0.6890], [-1.0811, -1.5108, 0.8047], [-2.3341, -1.3166, 1.4118], [-2.4756, -1.4094, 2.7845], [-1.3925, -1.7371, 3.5843], [-0.1562, -1.9698, 3.0002], [-0.0002, -1.8568, 1.6338], [-3.2205, 0.6627, -3.1366], [-3.5180, -0.9880, -2.5831], [-0.9243, 0.5818, -2.1388], [-1.1569, -0.5976, -3.4376], [0.9043, -4.0488, -0.1974], [3.2530, -4.6828, -0.5699], [4.6428, -3.4094, -2.1665], [3.6390, -1.5328, -3.4266], [1.2909, -0.9127, -3.0491], [-1.4052, -3.3310, -3.6692], [-2.5849, -5.3899, -4.3324], [-3.8641, -6.6745, -2.6569], [-3.9327, -5.8939, -0.3182], [-2.7595, -3.8225, 0.3359], [-3.2034, -1.0975, 0.8076], [-3.4469, -1.2370, 3.2243], [-1.5073, -1.8081, 4.6562], [0.6938, -2.2400, 3.6121], [0.9739, -2.0190, 1.1886]], "multiplicity": 1, "orbital_gap_ev": 6.3, "homo_energy_ha": -0.177, "charge": -1}


{"formula": "C37H28AuNO9Se", "method": "ωB97M-V/def2-TZVPD", "elements": ["Au", "O", "C", "C", "O", "C", "C", "O", "C", "O", "O", "C", "C", "C", "O", "C", "C", "O", "C", "O", "C", "C", "C", "C", "C", "C", "C", "C", "C", "C", "C", "C", "C", "O", "C", "C", "C", "C", "C", "C", "C", "C", "C", "C", "C", "C", "H", "H", "H", "H", "H", "H", "H", "H", "H", "H", "H", "H", "H", "H", "H", "H", "H", "H", "H", "H", "H", "H", "H", "H", "H", "H", "H", "H", "Se", "C", "N"], "xyz": [[0.2545, -0.1793, -0.6216], [-5.9984, 0.0677, 0.5718], [-4.7953, 0.1662, 0.4362], [-4.0095, -0.1155, -0.8129], [-4.4836, -0.3706, -1.9170], [-2.6159, -0.0228, -0.4341], [-2.4517, 0.3670, 0.9406], [-1.3758, 0.5075, 1.5484], [-3.8125, 0.5859, 1.5012], [-4.0958, 1.0341, 2.5963], [-1.6506, -0.2594, -1.2739], [4.5501, -1.7514, 3.8338], [3.0702, -1.8719, 3.5366], [2.3208, -2.5138, 4.7021], [2.8913, -2.6215, 2.3559], [1.6896, -2.1186, 1.7504], [1.7796, -0.5973, 2.0488], [2.5156, -0.5916, 3.2846], [2.3829, 0.4404, 1.0233], [2.1783, -0.0635, -0.2583], [3.9073, 0.6003, 1.1581], [4.5490, 1.7129, 1.6867], [5.9387, 1.7939, 1.7061], [6.7122, 0.7734, 1.1753], [6.0786, -0.3343, 0.6231], [4.6963, -0.4146, 0.6172], [1.6426, 1.7772, 1.2728], [1.5812, 2.2527, 2.5273], [0.6795, 3.3024, 2.9913], [-0.1884, 3.9020, 2.1752], [-0.0882, 3.6245, 0.7356], [0.8698, 2.4724, 0.1949], [1.3523, -2.7752, 0.3735], [0.2378, -2.1421, -0.1551], [2.5314, -2.9414, -0.6074], [3.6736, -3.6622, -0.2544], [4.7038, -3.8574, -1.1633], [4.6040, -3.3538, -2.4541], [3.4521, -2.6746, -2.8254], [2.4216, -2.4860, -1.9143], [0.8762, -4.2327, 0.6286], [1.2282, -5.0001, 1.7340], [0.7677, -6.3074, 1.8687], [-0.0489, -6.8683, 0.9006], [-0.4039, -6.1070, -0.2084], [0.0540, -4.8069, -0.3409], [4.9726, -2.7442, 4.0043], [4.6926, -1.1387, 4.7250], [5.0578, -1.2840, 2.9926], [2.7241, -3.5085, 4.9048], [1.2584, -2.5968, 4.4734], [2.4330, -1.8900, 5.5900], [0.8336, -2.4387, 2.3571], [0.7657, -0.2564, 2.2605], [3.9714, 2.5417, 2.0726], [6.4128, 2.6718, 2.1308], [7.7938, 0.8466, 1.1771], [6.6587, -1.1424, 0.1921], [4.2120, -1.2691, 0.1708], [2.1369, 1.7191, 3.2902], [0.6411, 3.5000, 4.0560], [-0.9849, 4.5334, 2.5467], [-1.0083, 3.6598, 0.1566], [-0.3571, 2.2082, -1.4137], [3.7651, -4.0584, 0.7475], [5.5882, -4.4072, -0.8607], [5.4125, -3.4922, -3.1626], [3.3524, -2.2821, -3.8308], [1.5236, -1.9630, -2.2134], [1.8726, -4.5864, 2.4974], [1.0511, -6.8860, 2.7410], [-0.4123, -7.8834, 1.0100], [-1.0473, -6.5286, -0.9722], [-0.2354, -4.2030, -1.1908], [2.5278, 4.9869, 0.2225], [1.1564, 3.9220, 0.0227], [0.4264, 1.7522, -0.9646]], "multiplicity": 1, "orbital_gap_ev": [5.1, 5.1], "homo_energy_ha": [-0.061, -0.061], "charge": -2}


{"formula": "C37H29BFN7ORe", "method": "ωB97M-V/def2-TZVPD", "elements": ["Re", "C", "C", "N", "N", "C", "O", "C", "C", "C", "C", "C", "C", "C", "C", "C", "C", "C", "N", "H", "H", "H", "H", "H", "H", "H", "H", "H", "H", "H", "H", "N", "C", "C", "C", "C", "C", "C", "C", "C", "C", "C", "C", "C", "N", "C", "C", "C", "C", "N", "H", "H", "H", "H", "H", "H", "H", "H", "H", "H", "B", "C", "N", "H", "H", "H", "F", "C", "C", "C", "C", "C", "C", "H", "H", "H", "H"], "xyz": [[-0.8275, 0.3001, 0.3957], [0.2330, 4.1439, -1.9361], [0.1468, 2.7007, -1.5646], [0.0104, 2.2778, -0.3629], [0.0148, 3.2649, 0.6226], [-0.5346, 2.8490, 1.7132], [-1.0268, 1.6410, 1.8734], [-0.6217, 3.7519, 2.8831], [-0.0887, 5.0382, 2.8288], [-0.1726, 5.8674, 3.9334], [-0.7885, 5.4203, 5.0963], [-1.3198, 4.1407, 5.1522], [-1.2374, 3.3055, 4.0482], [0.1628, 1.7088, -2.6756], [-0.8264, 1.7731, -3.6504], [-0.7824, 0.8588, -4.6884], [0.2618, -0.0501, -4.7295], [1.2078, -0.0167, -3.7168], [1.1659, 0.8324, -2.6931], [0.6422, 4.7339, -1.1228], [-0.7805, 4.5048, -2.1403], [0.8207, 4.2646, -2.8442], [0.3869, 5.3729, 1.9176], [0.2418, 6.8660, 3.8896], [-0.8540, 6.0718, 5.9581], [-1.8010, 3.7913, 6.0562], [-1.6494, 2.3061, 4.0792], [-1.6298, 2.4949, -3.5764], [-1.5524, 0.8609, -5.4487], [0.3446, -0.7766, -5.5261], [2.0410, -0.7097, -3.7257], [6.3059, -6.9019, -1.7266], [5.5252, -6.0905, -1.4997], [4.5467, -5.0743, -1.2180], [4.3492, -4.0342, -2.1223], [3.4007, -3.0634, -1.8523], [2.6557, -3.1150, -0.6792], [2.8656, -4.1522, 0.2257], [3.8019, -5.1347, -0.0426], [1.6311, -2.0738, -0.3885], [0.4936, -2.0707, -1.1918], [0.1680, -3.0089, -2.2034], [-1.0655, -2.6585, -2.7040], [-1.4707, -1.5178, -1.9927], [-0.5553, -1.1564, -1.0889], [1.8909, -1.2230, 0.6855], [3.0599, -1.1964, 1.4807], [2.8795, -0.2261, 2.4434], [1.6118, 0.3229, 2.2177], [1.0114, -0.2545, 1.1682], [4.9378, -3.9917, -3.0283], [3.2438, -2.2500, -2.5480], [2.2839, -4.1900, 1.1377], [3.9602, -5.9481, 0.6520], [0.7823, -3.8441, -2.4977], [-1.6287, -3.1479, -3.4808], [-2.3879, -0.9623, -2.1028], [3.9247, -1.8227, 1.3370], [3.5645, 0.0679, 3.2205], [1.1138, 1.0945, 2.7817], [-4.1998, 2.1208, -2.3853], [-3.2544, 1.4491, -1.3352], [-2.5314, 0.9834, -0.5589], [-4.1333, 1.4314, -3.3829], [-3.7381, 3.2286, -2.5738], [-5.3099, 2.1555, -1.9178], [-4.1349, -3.6720, 3.8437], [-3.4086, -2.8210, 3.0901], [-3.7800, -1.4926, 3.0367], [-3.0253, -0.6280, 2.2585], [-1.9125, -1.0699, 1.5311], [-1.5821, -2.4266, 1.6212], [-2.3198, -3.3092, 2.3967], [-4.6436, -1.1534, 3.5927], [-3.3151, 0.4150, 2.2156], [-0.7317, -2.8175, 1.0734], [-2.0663, -4.3586, 2.4657]], "multiplicity": 4, "orbital_gap_ev": [6.9, 6.6], "homo_energy_ha": [-0.312, -0.310], "s2": 3.7818}